Record 1
80
Properties=species:S:1:pos:R:3:forces:R:3 method="wB97M-V/def2-TZVPD" spin_multiplicity=1 total_charge=+1
Pd -0.978514 -0.097647 0.468618 0.33 -0.13 0.43
C 0.007802 2.870042 -1.391212 -0.24 0.11 -0.04
P -1.713020 3.355609 -1.899822 0.07 0.25 0.03
C -2.683243 2.080996 -1.039640 -0.23 -0.18 -0.03
C -3.693720 1.382760 -1.696643 0.12 0.22 -0.15
C -4.522973 0.496046 -1.030558 -0.06 -0.11 0.39
C -4.366009 0.291722 0.330436 -0.12 0.00 -0.19
C -3.393977 1.012238 1.016125 -0.13 -0.09 0.09
C -2.544641 1.902749 0.355395 -0.03 -0.07 -0.17
C -1.868315 2.837373 -3.641497 0.06 0.07 0.01
C -1.546961 1.571315 -4.136520 0.02 -0.06 0.10
C -1.722293 1.276958 -5.474004 -0.04 0.01 -0.18
C -2.224358 2.240513 -6.344096 0.03 -0.10 -0.02
C -2.546912 3.498225 -5.869002 -0.01 0.04 0.01
C -2.367128 3.792623 -4.523303 0.00 0.06 0.01
C 0.548941 1.538215 -1.767929 -0.01 0.26 0.30
C 1.468731 1.287537 -2.758535 -0.13 -0.29 0.32
C 1.826921 -0.078808 -2.648183 0.04 -0.10 0.07
C 1.132637 -0.582637 -1.579940 -0.14 -0.06 0.09
C 1.217833 -1.934650 -0.917836 -0.03 0.27 -0.23
P -0.434711 -2.159492 -0.231194 -0.08 0.09 0.29
C -1.491536 -2.588754 -1.625638 0.05 -0.16 0.10
C -1.517539 -3.912343 -2.072055 -0.02 0.01 -0.02
C -2.247742 -4.243632 -3.201259 0.05 -0.01 0.06
C -2.952577 -3.260745 -3.882252 -0.02 0.05 -0.02
C -2.924794 -1.947185 -3.437927 -0.10 -0.04 -0.13
C -2.195963 -1.610541 -2.310854 0.04 0.11 -0.04
C -0.526155 -3.581643 0.889032 -0.14 0.24 -0.06
C 0.598222 -4.173432 1.450349 0.19 0.01 -0.10
C 0.457223 -5.224303 2.346270 0.04 -0.04 0.01
C -0.803897 -5.685310 2.686233 -0.05 -0.01 0.00
C -1.933778 -5.104674 2.120288 0.04 -0.04 0.02
C -1.795777 -4.059725 1.225021 -0.02 0.09 0.03
N 0.311526 0.403427 -1.022100 0.57 -0.22 -1.08
H 0.038857 3.005592 -0.303528 0.00 0.04 -0.05
H 0.642145 3.654779 -1.808882 0.04 -0.07 0.02
H -3.840775 1.537184 -2.757231 0.03 0.01 -0.02
H -5.295372 -0.031481 -1.574064 -0.02 -0.02 -0.02
H -5.016399 -0.386657 0.866323 -0.01 0.00 0.00
H -3.363038 0.930083 2.091444 0.06 0.07 0.04
H -1.888760 2.548383 0.934485 0.00 -0.03 -0.05
H -1.145931 0.810167 -3.481628 -0.01 0.01 0.04
H -1.458564 0.294946 -5.844506 0.00 -0.03 -0.02
H -2.359097 2.006560 -7.391620 0.00 -0.01 -0.02
H -2.936543 4.251736 -6.540128 0.00 0.01 0.00
H -2.619260 4.778097 -4.150838 0.00 0.01 0.01
H 1.867417 2.013288 -3.444549 0.02 0.08 -0.08
H 2.548718 -0.610567 -3.245320 0.03 -0.04 -0.02
H 1.972790 -1.962358 -0.126911 -0.01 0.01 0.03
H 1.427414 -2.729159 -1.637643 0.02 0.00 0.05
H -0.970957 -4.682241 -1.541640 0.00 -0.01 0.01
H -2.265765 -5.267082 -3.549425 0.00 -0.02 0.00
H -3.522861 -3.522051 -4.763254 -0.01 0.00 -0.02
H -3.466694 -1.179027 -3.974681 0.00 0.02 0.00
H -2.168549 -0.581770 -1.980003 0.03 -0.03 0.03
H 1.592710 -3.833158 1.184304 -0.04 0.02 0.02
H 1.336104 -5.689496 2.771084 0.02 0.01 0.01
H -0.908897 -6.505987 3.382618 0.00 -0.01 0.01
H -2.918985 -5.473657 2.371479 -0.01 0.00 0.00
H -2.677263 -3.616108 0.777200 -0.01 0.03 -0.01
C 0.627124 -1.126538 3.263991 -0.08 -0.04 0.08
P -0.970136 -0.461526 2.716832 -0.18 -0.10 -0.10
C -2.164659 -1.286564 3.792333 -0.01 0.07 0.06
C -0.885400 1.279916 3.196548 0.11 0.00 0.00
C 0.218956 2.012121 2.746832 -0.02 -0.04 -0.06
C 0.282602 3.379612 2.951765 -0.03 0.06 0.03
C -0.755244 4.030236 3.605637 0.07 0.04 -0.03
C -1.845354 3.309285 4.068034 -0.03 0.04 0.03
C -1.911991 1.940818 3.864572 -0.04 -0.10 0.12
H 1.441061 -0.753303 2.645266 -0.02 0.06 -0.01
H 0.605373 -2.210235 3.190306 0.01 -0.11 0.02
H 0.791667 -0.833016 4.301499 0.05 -0.05 0.00
H -1.918772 -1.070821 4.833710 -0.07 -0.07 0.01
H -2.097916 -2.359493 3.612329 0.04 -0.03 0.01
H -3.185837 -0.975164 3.580830 0.00 0.06 -0.02
H 1.027738 1.518761 2.220965 0.02 -0.02 -0.02
H 1.139951 3.937723 2.601510 0.02 0.01 -0.01
H -0.708748 5.099020 3.761692 0.00 0.02 0.00
H -2.646172 3.814402 4.589782 -0.02 0.00 0.01
H -2.766695 1.392724 4.243014 0.00 -0.01 -0.01

Record 2
12
Properties=species:S:1:pos:R:3:forces:R:3 method="wB97M-V/def2-TZVPD" spin_multiplicity=1 smiles="CC(=O)CC=O" de_lowest_kcal_mol=60.0
C 1.596773 0.434358 -0.846625 -0.38 -1.54 -0.29
C 0.636659 0.223024 0.420831 -0.23 3.18 -1.41
O 0.744530 1.337127 0.875892 -0.67 0.82 2.99
C -0.700254 -0.494548 0.965211 0.54 -0.12 -0.37
C -1.749119 -0.601618 -0.125706 0.09 -0.26 -0.23
O -2.212014 -1.643418 -0.516871 0.16 0.41 0.16
H 1.278889 -0.185378 -1.659733 0.41 -0.67 -0.73
H 2.629590 0.255394 -0.528021 -0.30 -0.40 -0.20
H 1.578334 1.499528 -1.201172 -0.51 -1.09 0.79
H -0.654205 -1.460015 1.484253 0.52 0.14 -0.39
H -1.063698 0.267076 1.681619 0.36 -0.35 -0.32
H -2.085490 0.368469 -0.549683 0.03 -0.12 0.00

Record 3
13
Properties=species:S:1:pos:R:3:forces:R:3 method="wB97M-V/def2-TZVPD" spin_multiplicity=1 de_lowest_kcal_mol=122.4
C -1.154772 0.013994 -0.589344 -0.20 -0.14 -0.06
C -1.275079 -0.620860 0.797028 -0.15 -0.05 0.07
C 0.213920 -0.698320 1.096656 -0.13 0.33 -0.43
C 0.600007 0.152294 0.107647 0.25 -0.24 0.12
C 1.834809 0.396442 -0.704869 0.06 0.01 0.01
H -0.246095 0.962027 -0.171268 -0.04 0.07 0.00
H -1.835855 0.806623 -0.936655 0.16 -0.11 0.08
H -0.969663 -0.690397 -1.397714 0.03 0.11 0.14
H -1.754698 -1.606143 0.757775 0.08 0.13 0.02
H -1.835259 -0.017848 1.518734 0.08 -0.08 -0.07
H 2.672422 0.341132 -0.002934 -0.06 0.01 -0.10
H 1.993913 -0.371529 -1.470597 -0.06 0.11 0.11
H 1.853794 1.380839 -1.184238 -0.03 -0.14 0.11

Record 4
66
Properties=species:S:1:pos:R:3:forces:R:3 method="wB97M-V/def2-TZVPD" spin_multiplicity=1 total_charge=+1 smiles="COc1ccccc1N1CCN(CC(=O)Nc2ccc(C[NH+]3CCCCC3)cc2)CC1" de_lowest_kcal_mol=0.9
C -0.385666 6.066522 1.667961 -0.18 0.17 -0.01
O 0.504585 4.981262 1.756702 0.40 -0.29 0.25
C 1.391643 4.943604 2.805759 -0.03 -0.14 -0.07
C 1.375108 5.856285 3.851852 -0.14 0.10 -0.08
C 2.252092 5.737448 4.916768 0.03 -0.02 0.01
C 3.165559 4.701820 4.946032 -0.01 0.00 0.12
C 3.208209 3.804308 3.896595 -0.16 0.12 -0.04
C 2.340280 3.902149 2.812698 -0.02 0.31 0.20
N 2.492599 2.964994 1.779719 -0.12 -0.18 -0.20
C 2.134992 3.286382 0.420781 0.29 -0.01 -0.39
C 2.976241 2.415510 -0.514462 -0.23 0.30 0.00
N 2.694077 1.012716 -0.245300 0.26 0.09 -0.09
C 3.318035 0.095158 -1.180778 0.11 0.05 0.01
C 2.504541 -1.187426 -1.313918 -0.06 0.24 0.09
O 2.948944 -2.220966 -1.749820 0.19 -0.22 -0.12
N 1.208649 -0.986992 -0.916612 -0.14 0.36 0.15
C 0.158245 -1.874593 -0.890234 -0.22 -0.39 -0.10
C 0.289619 -3.207917 -1.288908 0.20 -0.03 -0.06
C -0.800242 -4.051769 -1.253008 -0.25 0.14 0.16
C -2.042810 -3.599394 -0.820374 -0.06 -0.13 -0.01
C -3.242806 -4.502443 -0.816295 0.58 0.15 0.51
N -4.146076 -4.171116 -1.962773 -0.05 0.12 0.11
C -3.512401 -4.470324 -3.270095 0.36 0.20 -0.89
C -4.382821 -3.954311 -4.407657 -0.15 -0.31 0.07
C -5.769364 -4.588641 -4.341789 -0.03 0.31 0.02
C -6.390310 -4.328861 -2.972220 0.16 -0.25 -0.16
C -5.469428 -4.830311 -1.866433 -0.90 -0.09 0.03
C -2.171837 -2.272381 -0.415794 0.07 -0.16 -0.04
C -1.089278 -1.420914 -0.447283 0.08 0.02 -0.06
C 3.045443 0.698818 1.134219 -0.23 0.00 0.30
C 2.225456 1.577762 2.076053 0.15 -0.28 0.00
H -1.089893 6.081979 2.506225 0.04 0.02 -0.03
H -0.937116 5.916578 0.740405 0.00 0.06 0.08
H 0.144836 7.022354 1.620582 -0.02 -0.03 0.02
H 0.659381 6.662783 3.857226 -0.08 0.06 -0.04
H 2.211574 6.456481 5.720114 0.00 0.07 0.07
H 3.852227 4.600248 5.771954 0.07 -0.01 0.07
H 3.938783 3.009363 3.896814 0.11 -0.07 -0.06
H 2.353120 4.335918 0.229848 -0.05 -0.04 -0.03
H 1.067812 3.104393 0.216718 0.10 0.06 -0.03
H 2.711974 2.633662 -1.551789 0.03 -0.01 0.01
H 4.041284 2.647705 -0.362747 -0.03 0.00 -0.04
H 3.344410 0.550527 -2.175932 0.01 -0.03 0.06
H 4.351796 -0.170878 -0.917197 -0.12 -0.03 -0.04
H 1.065088 -0.041120 -0.555933 0.06 -0.15 -0.06
H 1.249550 -3.566258 -1.620449 0.04 0.00 -0.01
H -0.678438 -5.081842 -1.554004 0.03 -0.14 -0.05
H -3.815054 -4.374624 0.105765 -0.11 -0.05 -0.16
H -2.948276 -5.549150 -0.906580 -0.15 0.03 -0.08
H -4.299752 -3.155384 -1.934702 0.07 -0.15 0.04
H -2.525160 -4.003967 -3.288937 -0.13 -0.08 0.14
H -3.391399 -5.553080 -3.344355 -0.01 0.02 0.18
H -3.901977 -4.194287 -5.355081 0.10 0.06 0.03
H -4.465458 -2.866722 -4.347390 0.05 0.08 -0.02
H -6.405790 -4.174182 -5.121677 -0.03 -0.06 -0.04
H -5.691767 -5.663079 -4.513903 -0.01 -0.08 -0.04
H -7.349502 -4.838497 -2.889253 -0.02 0.04 0.11
H -6.573704 -3.259599 -2.843857 -0.06 0.06 0.05
H -5.898901 -4.619613 -0.884865 0.20 -0.01 -0.01
H -5.316798 -5.908010 -1.955230 0.14 0.06 0.06
H -3.123469 -1.905576 -0.054923 -0.11 0.08 0.09
H -1.198160 -0.396960 -0.123548 -0.01 0.13 0.04
H 2.831324 -0.356305 1.323997 0.01 0.00 0.02
H 4.116679 0.876874 1.317330 -0.04 -0.04 -0.02
H 2.492179 1.363647 3.110754 -0.03 -0.01 -0.05
H 1.152648 1.345776 1.939572 0.04 -0.03 0.05

Record 5
54
Properties=species:S:1:pos:R:3:forces:R:3 method="wB97M-V/def2-TZVPD" spin_multiplicity=1 de_lowest_kcal_mol=22.1
C 5.186966 -4.596755 -3.283748 0.07 0.02 -0.23
O 4.784687 -4.710507 -1.938897 -0.11 0.01 0.30
C 3.966038 -3.761106 -1.420366 -0.12 0.05 0.21
C 3.631109 -3.917983 -0.072908 0.12 -0.12 -0.22
C 2.811911 -3.008043 0.555483 0.05 0.22 -0.15
C 2.300488 -1.930276 -0.159582 0.31 -0.24 -0.27
N 1.458366 -0.984250 0.490782 0.18 0.18 -0.10
C 0.271841 -1.374441 1.025649 -0.78 0.06 0.48
S -0.288419 -3.001972 0.637433 -0.11 -0.44 -0.21
C -2.021691 -2.845491 1.185319 0.42 0.12 0.18
C -2.640588 -1.477294 0.905120 -0.35 -0.38 0.10
O -3.362140 -0.939615 1.709742 -0.09 0.12 0.02
N -2.374095 -1.005872 -0.356249 -0.48 -0.20 -0.70
N -2.180683 0.333037 -0.621966 0.57 0.37 -0.05
C -3.045463 1.234355 -0.369920 -0.28 -0.68 0.16
C -4.467885 1.033322 0.047488 -0.04 -0.16 -0.02
C -2.545730 2.606238 -0.529829 0.19 0.70 -0.07
C -3.169956 3.693911 0.078742 0.14 -0.22 -0.20
C -2.607827 4.952556 -0.048968 0.08 0.03 -0.02
C -1.437293 5.083947 -0.778738 -0.24 0.21 0.20
N -0.836949 4.062839 -1.369754 0.42 0.16 -0.31
C -1.372385 2.867513 -1.246993 -0.25 -0.34 0.07
N -0.522242 -0.631926 1.700971 0.33 -0.61 0.15
C -0.236780 0.700497 1.814011 0.53 0.52 -0.22
C -1.139840 1.537167 2.474703 0.09 0.04 0.03
C -0.898067 2.890657 2.521396 -0.02 -0.10 0.08
C 0.238947 3.434088 1.924053 0.15 0.09 -0.05
C 1.141803 2.618100 1.281676 0.06 -0.04 0.01
C 0.916923 1.241621 1.222073 -0.40 0.14 0.27
C 1.871098 0.363856 0.553913 0.13 0.08 0.06
O 2.933137 0.698662 0.080765 0.01 0.10 -0.04
C 2.628076 -1.764690 -1.494721 -0.11 -0.08 0.26
C 3.457889 -2.673771 -2.125298 0.15 -0.15 -0.18
H 5.841873 -5.446985 -3.466979 -0.05 0.08 -0.04
H 5.740456 -3.669269 -3.459774 -0.03 -0.03 0.01
H 4.331317 -4.646624 -3.964557 0.03 0.02 0.03
H 4.038288 -4.760446 0.462253 0.05 -0.11 0.07
H 2.571746 -3.124283 1.601443 -0.01 0.00 0.11
H -2.561492 -3.631526 0.655289 0.02 -0.02 0.01
H -2.072922 -3.025117 2.258349 -0.14 0.11 -0.12
H -1.684435 -1.544632 -0.874329 -0.18 0.19 0.32
H -5.106999 1.748755 -0.467892 -0.01 0.06 -0.04
H -4.784993 0.022170 -0.197003 -0.01 0.00 0.06
H -4.579260 1.163285 1.121708 -0.06 -0.01 0.03
H -4.068815 3.560729 0.661684 -0.10 -0.04 0.03
H -3.066664 5.811962 0.415568 -0.02 0.08 0.03
H -0.954534 6.044543 -0.900896 -0.04 0.13 0.04
H -0.856889 2.058073 -1.743602 -0.01 -0.11 0.01
H -2.019651 1.093617 2.912920 -0.12 -0.06 0.04
H -1.598192 3.542768 3.023289 -0.07 0.05 0.04
H 0.408165 4.499355 1.965068 0.02 0.09 -0.01
H 2.028618 3.013683 0.811023 0.07 0.06 -0.04
H 2.241925 -0.918146 -2.040744 -0.02 0.08 -0.03
H 3.701209 -2.520288 -3.164199 0.05 -0.02 -0.09

| no. | HOMO (eV) |
| --- | --- |
| 1 | -9.63 |
| 2 | -9.42 |
| 3 | -7.79 |
| 4 | -9.40 |
| 5 | -8.26 |